No. 1
ORCA calculation (ωB97M-V with the def2-TZVPD basis set) on C25H36As2BaIN3SSe2 as an isolated structure.

Computed properties:
Spin multiplicity: 1
HOMO, eV: -12.8
Orbital gap, Ha: 0.2814
Charge: +2
ΔE to the lowest compared entry with this formula, charge and spin, kJ/mol: 31.5
Lowest unoccupied orbital energy, eV: -5.1

```
71
Properties=species:S:1:pos:R:3:mulliken_charge:R:1
Ba 0.158 -0.078 0.056 1.037
I 2.027 -2.397 -1.746 0.191
Se -1.500 2.046 -2.438 0.072
Se -0.655 -0.761 -4.080 0.210
As 0.416 -2.661 2.338 0.647
As 0.913 0.583 3.375 0.573
S 3.023 6.073 3.512 -0.246
N -0.882 -2.537 -1.145 0.330
N 1.247 7.354 2.026 -0.354
N 0.888 2.610 0.281 0.272
C 0.220 4.622 1.396 -0.488
C -0.226 0.396 4.952 -1.219
C -1.557 3.968 -2.133 -1.054
C 4.267 -2.713 4.058 -0.824
C 1.917 6.232 2.312 -0.125
C 4.455 -1.414 4.497 -0.858
C -0.452 2.142 -4.096 -0.740
C 1.546 5.026 1.518 0.600
C -2.131 -0.374 -5.285 -1.010
C 3.082 -3.060 3.427 -0.289
C 2.074 -2.120 3.220 0.303
C -2.410 -4.258 -1.795 -0.553
C 1.870 2.194 3.907 -1.600
C -0.053 3.411 0.786 -0.714
C -2.114 -3.062 -1.169 -0.794
C 3.459 -0.469 4.300 -0.243
C 0.355 0.886 -4.362 -0.818
C 0.075 -3.219 -1.752 -0.029
C 2.531 4.214 0.966 -0.345
C -0.684 -3.197 3.860 -1.145
C 2.158 3.032 0.361 -0.973
C -1.385 -4.951 -2.423 -0.460
C 2.266 -0.801 3.661 0.139
C -0.102 -4.425 -2.404 -0.501
C 0.858 -4.431 1.660 -1.470
H -2.743 -1.272 -5.328 0.352
H -1.080 3.066 0.707 0.563
H -2.727 0.454 -4.912 0.306
H 1.216 3.049 3.745 0.372
H 2.916 2.382 -0.066 0.372
H 5.036 -3.459 4.209 0.417
H -3.423 -4.635 -1.789 0.503
H 3.627 0.538 4.656 0.384
H 0.370 0.052 5.795 0.349
H 0.202 3.010 -4.010 0.504
H -1.740 -0.164 -6.277 0.326
H -1.923 4.452 -3.035 0.410
H 2.133 2.154 4.963 0.558
H 1.455 8.189 2.550 0.233
H 1.207 0.815 -3.684 0.335
H -2.261 4.159 -1.326 0.360
H -1.161 2.329 -4.900 0.408
H -0.645 1.375 5.183 0.472
H -0.586 5.212 1.813 0.513
H -1.577 -5.891 -2.923 0.498
H 1.084 -5.120 2.471 0.475
H -2.888 -2.491 -0.669 0.492
H 1.705 -4.376 0.977 0.422
H 0.723 -4.930 -2.884 0.519
H -1.044 -0.295 4.772 0.281
H 2.950 -4.082 3.099 0.348
H 2.771 2.330 3.312 0.466
H -0.571 4.345 -1.871 0.266
H 3.572 4.494 1.045 0.520
H -1.261 -2.362 4.244 0.297
H -1.373 -3.974 3.531 0.462
H 0.676 7.439 1.201 0.216
H 5.373 -1.132 4.996 0.417
H -0.044 -3.593 4.647 0.327
H -0.010 -4.803 1.115 0.364
H 0.740 0.894 -5.381 0.373
```

No. 2
ORCA calculation (ωB97M-V with the def2-TZVPD basis set) on a 3-piece molecular cluster, C5H15N2O overall at a distorted geometry.

Computed properties:
Spin multiplicity: 1
HOMO, eV: -12.2
Orbital gap, Ha: 0.1814
Charge: +1
ΔE to the lowest compared entry with this formula, charge and spin, kJ/mol: 410.7
Lowest unoccupied orbital energy, eV: -7.2

```
23
Properties=species:S:1:pos:R:3:nbo_charge:R:1
O -2.328 -0.548 0.321 -0.935
N 0.446 2.578 -1.005 -0.875
N -0.796 0.821 -1.826 -0.870
C 1.635 -1.436 0.225 0.315
C -0.883 1.939 -0.915 -0.044
C 1.530 -2.864 0.625 -0.736
C 0.964 -0.363 0.805 -0.389
C 0.387 -0.342 2.022 -0.076
H 0.296 0.602 2.544 0.249
H 2.256 -3.425 0.042 0.266
H -1.076 1.083 -2.760 0.375
H 2.247 -1.266 -0.671 0.245
H 0.470 3.483 -0.537 0.362
H -3.078 -0.732 0.894 0.495
H 1.774 -2.964 1.687 0.278
H -1.269 -0.016 -1.530 0.386
H -1.519 -0.675 0.830 0.450
H 0.368 -1.239 2.615 0.213
H 0.492 -3.168 0.455 0.296
H -1.675 2.652 -1.126 0.172
H -0.923 1.552 0.096 0.154
H 1.045 0.554 0.235 0.298
H 0.762 2.716 -1.969 0.371
```

No. 3
ORCA calculation (ωB97M-V with the def2-TZVPD basis set) on a 6-piece molecular cluster, C31H87N10O13P5 overall at a distorted geometry.

Computed properties:
Spin multiplicity: 2
HOMO (alpha / beta), eV: -9.5 / -9.5
Orbital gap (alpha / beta), Ha: 0.2633 / 0.0899
Charge: +1
Lowest unoccupied orbital energy (alpha / beta), eV: -2.3 / -7.0

```
146
Properties=species:S:1:pos:R:3:mulliken_spin:R:1
P -0.450 -19.018 -7.952 0.000
P -6.764 -14.593 -15.847 0.000
P 1.962 -18.000 -14.380 0.000
P -10.145 -20.943 -15.737 -0.016
P -3.957 -25.495 -17.201 0.000
O -4.867 -25.719 -16.021 0.000
O -4.591 -25.066 -18.618 0.000
O 0.900 -19.889 -7.799 0.000
O -1.137 -18.483 -6.694 0.000
O -3.172 -26.839 -17.483 0.000
O -6.031 -19.248 -13.164 0.000
O 0.028 -17.883 -9.086 0.000
O -7.529 -15.661 -16.596 0.000
O -1.461 -19.920 -8.974 0.000
O -2.650 -24.520 -16.953 0.000
O -9.022 -21.721 -15.316 0.013
O -3.904 -19.936 -13.495 0.000
O 1.494 -16.618 -13.973 0.000
N -10.378 -21.011 -17.411 0.389
N -9.993 -19.263 -15.455 0.102
N -5.840 -15.181 -14.539 0.000
N -5.096 -20.066 -13.303 0.000
N -11.664 -21.597 -15.111 0.439
N 3.302 -18.801 -13.500 0.000
N -7.669 -13.227 -15.115 0.000
N 0.740 -19.154 -14.379 0.000
N -5.480 -13.654 -16.762 0.000
N 2.427 -18.050 -16.050 0.000
C -3.895 -27.971 -17.948 0.000
C 1.506 -20.582 -8.927 0.000
C -2.807 -19.551 -9.171 0.000
C -11.745 -23.016 -14.733 -0.025
C -9.777 -22.079 -18.312 -0.022
C -4.608 -16.002 -14.771 0.000
C 4.619 -18.245 -13.865 0.000
C 2.678 -16.827 -16.744 0.000
C -6.592 -15.760 -13.382 0.000
C -6.113 -24.092 -20.244 0.000
C -11.096 -18.376 -14.968 -0.008
C 3.273 -19.567 -12.242 0.000
C -0.642 -18.789 -14.352 0.000
C -4.013 -28.996 -16.843 0.000
C 2.760 -19.298 -16.838 0.000
C -11.191 -20.234 -18.249 -0.020
C -4.466 -12.819 -16.151 0.000
C -2.698 -23.147 -16.543 0.000
C -1.380 -22.425 -16.119 0.000
C 0.154 -16.569 -8.735 0.000
C -8.638 -18.660 -15.435 -0.003
C 0.985 -20.592 -14.330 0.000
C -7.339 -12.324 -13.937 0.000
C -5.849 -24.434 -18.773 0.000
C -8.791 -12.952 -15.960 0.000
C -5.589 -21.490 -13.444 0.000
C 2.993 -20.567 -8.738 0.000
C -5.360 -13.794 -18.197 0.000
C 1.272 -16.141 -9.761 0.000
C -2.882 -18.643 -10.408 0.000
C -12.971 -20.898 -15.164 -0.023
H 3.658 -16.478 -16.417 0.000
H -3.338 -20.471 -9.415 0.000
H -5.383 -23.377 -20.624 0.000
H 1.926 -19.930 -17.142 0.000
H -6.613 -21.630 -13.790 0.000
H -1.609 -21.550 -15.511 0.000
H -3.604 -23.086 -15.939 0.000
H 3.231 -19.133 -17.807 0.000
H 1.282 -20.023 -9.836 0.000
H -10.809 -23.573 -14.760 0.006
H -13.169 -20.583 -14.139 0.027
H -4.794 -21.971 -14.014 0.000
H 1.023 -16.308 -10.809 0.000
H 3.328 -19.652 -8.250 0.000
H -13.702 -21.691 -15.321 0.009
H 3.586 -20.867 -9.602 0.000
H -8.236 -11.842 -13.548 0.000
H -4.283 -11.890 -16.692 0.000
H -3.533 -13.372 -16.047 0.000
H -3.049 -22.770 -17.503 0.000
H 4.826 -18.231 -14.935 0.000
H -1.136 -19.206 -13.474 0.000
H -5.731 -12.959 -18.791 0.000
H 5.452 -18.788 -13.420 0.000
H -4.068 -16.106 -13.830 0.000
H -12.178 -20.633 -18.483 0.020
H -6.368 -16.801 -13.149 0.000
H -0.881 -22.216 -17.066 0.000
H -8.522 -17.965 -16.267 0.001
H -8.393 -18.199 -14.479 0.000
H -5.881 -14.692 -18.528 0.000
H -0.776 -17.713 -14.241 0.000
H 0.722 -20.904 -15.340 0.000
H -3.016 -28.990 -16.403 0.000
H -9.361 -22.879 -17.700 0.002
H -9.039 -21.652 -18.991 0.014
H -13.097 -20.139 -15.936 0.005
H -4.734 -28.706 -16.079 0.000
H -4.161 -30.050 -17.076 0.000
H -3.908 -18.409 -10.691 0.000
H 3.532 -19.733 -16.204 0.000
H -6.583 -11.588 -14.209 0.000
H -7.906 -19.422 -15.700 0.003
H -6.472 -25.254 -18.417 0.000
H -10.549 -22.575 -18.899 0.011
H 0.281 -16.585 -7.653 0.000
H 0.361 -21.087 -13.586 0.000
H -6.129 -24.972 -20.887 0.000
H -10.735 -19.786 -19.132 0.018
H 2.153 -16.732 -9.509 0.000
H -3.964 -15.330 -15.339 0.000
H 2.248 -19.457 -11.888 0.000
H -10.545 -17.713 -14.300 0.004
H -1.187 -19.179 -15.211 0.000
H 3.444 -20.622 -12.457 0.000
H 2.733 -17.102 -17.798 0.000
H -3.150 -19.112 -8.234 0.000
H 1.997 -20.801 -13.982 0.000
H -11.603 -17.754 -15.706 0.006
H -9.302 -13.880 -16.219 0.000
H -5.504 -21.990 -12.480 0.000
H -12.232 -23.166 -13.769 0.022
H -0.807 -23.072 -15.456 0.000
H -6.420 -15.122 -12.515 0.000
H -9.592 -12.393 -15.478 0.000
H -11.376 -19.338 -17.657 0.007
H -4.730 -16.937 -15.316 0.000
H -12.301 -23.670 -15.404 0.019
H 3.784 -18.971 -11.486 0.000
H 1.252 -21.634 -9.054 0.000
H -2.375 -19.189 -11.204 0.000
H -6.059 -23.575 -18.135 0.000
H -7.668 -15.669 -13.532 0.000
H -2.538 -17.617 -10.275 0.000
H -11.866 -18.791 -14.318 0.001
H -3.488 -28.550 -18.778 0.000
H -7.110 -23.652 -20.273 0.000
H 3.164 -21.371 -8.022 0.000
H -7.012 -12.928 -13.090 0.000
H -4.306 -13.883 -18.460 0.000
H 4.589 -17.210 -13.524 0.000
H -4.871 -27.712 -18.360 0.000
H -8.400 -12.463 -16.852 0.000
H -4.840 -12.559 -15.161 0.000
H 1.873 -16.108 -16.599 0.000
H -0.778 -16.059 -8.976 0.000
H 1.484 -15.109 -9.480 0.000
```

No. 4
ORCA calculation (ωB97M-V with the def2-TZVPD basis set) on one molecule with the formula C6H14NO at a distorted geometry.

Computed properties:
Spin multiplicity: 2
HOMO (alpha / beta), eV: -8.3 / -8.3
Orbital gap (alpha / beta), Ha: 0.3422 / 0.2552
ΔE to the lowest compared entry with this formula, charge and spin, kJ/mol: 285.9
Lowest unoccupied orbital energy (alpha / beta), eV: 1.0 / -1.4

```
22
Properties=species:S:1:pos:R:3:nbo_charge:R:1
O 1.773 -3.104 -0.009 -0.287
N -0.264 -0.002 0.384 -0.482
C -0.202 1.409 0.256 -0.213
C -1.575 -0.402 -0.198 -0.430
C -0.950 2.315 1.234 -0.631
C 1.595 -0.286 -1.319 -0.639
C 0.910 -0.872 0.082 -0.014
C 0.584 -2.463 0.115 -0.134
H -1.535 -1.437 -0.578 0.193
H -0.207 1.899 -0.856 0.160
H -0.454 3.244 1.410 0.218
H -2.375 -0.307 0.554 0.195
H 2.174 -1.081 -1.895 0.222
H -1.869 2.604 0.811 0.200
H -1.337 1.836 2.115 0.220
H 0.381 -2.654 1.254 0.254
H 1.746 -0.544 0.781 0.209
H 0.937 1.777 0.340 0.188
H -0.130 -2.763 -0.596 0.175
H 0.770 0.068 -1.891 0.198
H -2.035 0.167 -0.958 0.189
H 2.062 0.597 -1.034 0.207
```

What is the formula in the second record?
C5H15N2O